Entry 1:
The following is a quantum chemistry calculation of a structure of composition C15H33N4O18PbS3 in a non-equilibrium geometry, from the OMol25 dataset.

```
74
Properties=species:S:1:pos:R:3
Pb -2.788 -2.896 -0.190
S -0.609 4.255 2.919
S 5.178 3.296 1.005
S 4.597 -4.737 -1.187
O 3.911 -5.764 -1.996
O 1.008 -0.922 0.640
O 5.432 3.648 -0.373
O 5.889 1.834 1.381
O -3.464 -2.104 -2.628
O -1.274 5.301 2.138
O -0.110 -2.706 0.217
O 4.248 -3.197 -1.644
O -1.460 2.856 3.050
O -1.067 -0.806 -0.033
O 3.900 -4.533 0.276
O 6.018 -4.833 -1.033
O 3.638 2.626 1.233
O 5.379 4.297 2.081
O -1.422 3.859 -0.732
O -2.480 -2.326 2.368
O 0.572 3.515 1.959
O -0.025 4.595 4.238
N -1.247 -1.874 4.160
N -0.008 -1.453 0.259
N -2.163 -1.497 -4.309
N -2.492 2.804 -2.430
C -4.596 -1.303 -4.585
C -2.661 1.545 -1.766
C 3.688 1.256 0.955
C -3.663 -2.080 4.429
C -1.249 1.975 1.933
C 0.077 -1.765 3.436
C 3.126 -2.712 -1.002
C -1.944 3.875 -1.844
C -0.826 -1.649 -3.655
C -1.872 5.096 -2.703
C -2.433 -2.057 3.560
C 2.800 -3.643 0.254
C 0.302 2.151 1.754
C -3.358 -1.658 -3.769
C 5.127 0.710 0.925
H -0.596 -2.696 -3.850
H -2.821 5.389 -3.152
H -2.581 1.468 -0.681
H -4.305 -1.512 -5.614
H 0.715 1.623 2.613
H -0.927 -1.483 -2.583
H -0.001 -1.014 -3.980
H 0.825 -1.735 4.228
H -1.125 5.071 -3.496
H 3.094 1.093 0.055
H 3.165 0.738 1.759
H -1.973 0.817 -2.197
H 0.234 -2.650 2.819
H 5.455 0.514 -0.096
H 3.181 -1.641 -0.808
H 2.352 -2.855 -1.756
H -2.162 -1.008 -5.192
H -3.706 1.350 -2.008
H -1.215 -1.645 5.143
H -4.992 -0.288 -4.555
H 1.855 -4.178 0.163
H -4.480 -1.940 3.721
H -5.394 -1.952 -4.225
H 2.697 -2.986 1.117
H 5.294 -0.176 1.538
H -1.612 5.874 -1.984
H -3.762 -1.201 5.066
H -1.639 0.986 2.173
H -2.451 2.727 -3.436
H 0.095 -0.812 2.908
H -1.793 2.359 1.070
H 0.687 1.703 0.839
H -3.795 -2.923 5.108
```

Results
Max |F| ... 0.0827 hartree/bohr
Spin multiplicity ... 2
Expectation value of S² ... 0.7525
LUMO level (alpha / beta) ... -0.01195 / -0.01469 Eh
Kohn-Sham gap (alpha / beta) ... 0.2185 / 0.3438 hartree

---

Entry 2:
The following is a quantum chemistry calculation of an isolated molecule of C15H33N4O2, from the OMol25 dataset.

```
54
Properties=species:S:1:pos:R:3
O -0.630 4.062 1.550
O 0.393 -2.188 -2.453
N -2.551 -0.557 1.564
N -2.579 -2.943 1.373
N -1.674 -1.857 3.251
N 0.896 -1.046 -2.180
C -1.789 -1.763 1.802
C 2.849 -2.371 -1.593
C -0.080 0.051 -1.988
C 1.732 -0.990 0.178
C -0.386 -1.784 1.105
C 0.495 1.399 -2.479
C 0.319 -0.488 0.624
C -1.308 -0.249 -2.848
C -1.578 4.168 0.521
C 3.063 0.085 -1.668
C -0.552 0.109 -0.511
C 0.216 2.936 1.431
C 0.527 0.467 1.845
C 2.105 -1.065 -1.320
C -0.393 1.679 2.038
H -3.174 -0.426 2.349
H -0.523 1.869 3.103
H -1.495 -0.423 -0.491
H -1.373 1.521 1.600
H -0.818 1.145 -0.318
H 1.878 -1.989 0.586
H 1.152 3.191 1.926
H 3.218 0.160 -2.740
H -1.118 4.044 -0.464
H 2.725 1.037 -1.273
H -2.016 5.162 0.573
H -1.327 -0.987 3.631
H -2.673 -2.896 0.362
H 1.548 0.854 1.843
H 4.021 -0.127 -1.193
H 1.361 1.260 -3.113
H -0.429 -2.449 0.239
H 2.288 -3.231 -1.244
H 3.054 -2.477 -2.656
H 0.294 -2.262 1.814
H 0.474 -0.147 2.746
H -1.842 -1.125 -2.499
H -2.045 -3.790 1.543
H -2.385 3.435 0.623
H -1.017 -0.381 -3.888
H -1.971 0.615 -2.798
H 0.429 2.758 0.370
H -1.048 -2.602 3.518
H 0.806 2.041 -1.658
H -0.245 1.930 -3.072
H -3.121 -0.644 0.738
H 3.796 -2.343 -1.054
H 2.499 -0.378 0.650
```

Results
Max |F| ... 0.0099 hartree/bohr
Energy relative to the best compared isomer or geometry (same formula, charge and spin) ... 0.000 eV
Spin multiplicity ... 2
Expectation value of S² ... 0.7542
LUMO level (alpha / beta) ... 0.02390 / 0.02093 Eh
Kohn-Sham gap (alpha / beta) ... 0.3209 / 0.3631 hartree

---

Entry 3:
The following is a quantum chemistry calculation of a cluster of 4 separate species, C15H34Br2FO9PS3 in total, from the OMol25 dataset.

```
65
Properties=species:S:1:pos:R:3
Br -3.090 -2.272 0.541
Br -3.026 -5.421 -2.754
S 2.042 -1.350 -2.171
S 4.810 5.968 0.181
S -0.369 2.989 3.142
P -4.973 -3.023 -2.102
F -5.205 -6.154 -0.359
O -1.233 1.668 3.190
O 1.861 -2.767 -2.254
O 1.026 2.670 3.200
O 3.575 -0.986 -2.344
O -0.835 3.819 2.069
O 1.531 -0.662 -1.022
O 4.373 6.760 -0.929
O 5.058 6.617 1.434
O 3.826 4.753 0.409
C 2.620 4.999 1.194
C -6.296 -5.966 -1.208
C -0.224 0.141 1.532
C 4.811 -2.505 -0.850
C -6.314 -3.373 -0.868
C -2.754 -3.814 -0.524
C -0.871 3.663 4.686
C 1.452 -0.596 -3.643
C 4.417 -1.080 -1.162
C 1.551 5.698 0.388
C -7.047 -4.725 -0.786
C -1.542 -4.593 -0.120
C 6.222 5.035 -0.301
C -3.548 -4.037 -1.559
C -1.429 0.955 1.933
H -0.633 2.948 5.469
H 1.631 0.474 -3.584
H -1.937 3.870 4.646
H 6.526 4.408 0.532
H -5.391 -3.938 -3.086
H -1.711 1.679 1.169
H -0.303 4.581 4.820
H 5.251 -2.981 -1.726
H 0.088 -0.510 2.350
H 0.617 0.778 1.263
H 5.548 -2.501 -0.046
H -0.698 -4.341 -0.770
H 5.963 4.442 -1.174
H 3.893 -0.606 -0.331
H -0.469 -0.474 0.668
H -7.973 -4.676 -1.367
H -5.918 -3.108 0.111
H 1.967 -1.041 -4.490
H -5.913 -5.918 -2.231
H -1.261 -4.368 0.906
H 2.902 5.564 2.082
H 0.630 5.720 0.970
H -1.735 -5.663 -0.212
H 2.306 4.006 1.506
H 1.841 6.717 0.135
H 0.386 -0.808 -3.689
H -7.045 -2.591 -1.102
H 1.358 5.156 -0.537
H 3.954 -3.097 -0.534
H -2.291 0.320 2.132
H 6.998 5.757 -0.546
H -7.347 -4.895 0.253
H -6.935 -6.848 -1.116
H 5.281 -0.470 -1.415
```

Results
Structure (SMILES) ... C/C(Br)=C(\Br)PCCCF.CCOS(C)(=O)=O.CCOS(C)(=O)=O.CCOS(C)(=O)=O
Max |F| ... 0.0063 hartree/bohr
LUMO level ... 0.01560 Eh
Kohn-Sham gap ... 0.3348 hartree

---

Entry 4:
The following is a quantum chemistry calculation of a structure of composition C15H34FIN2O6Si2 in a non-equilibrium geometry, from the OMol25 dataset.

```
61
Properties=species:S:1:pos:R:3
I -3.628 -2.653 0.759
Si -1.214 -2.819 0.163
Si 0.361 -2.557 -2.254
F 0.260 -3.311 -3.664
O 0.138 1.059 0.452
O -1.054 -2.858 -1.488
O -0.300 -5.318 0.039
O -1.358 4.020 -0.003
O -0.312 -4.416 2.139
O 4.207 -2.517 2.165
N -4.035 4.169 1.395
N 5.276 -1.547 0.429
C -0.427 -1.295 0.950
C -4.335 2.735 1.654
C -5.241 4.987 1.719
C 4.768 -2.683 1.130
C 4.961 -4.070 0.590
C -3.726 4.392 -0.071
C 3.745 -1.411 -1.514
C -2.555 3.620 -0.639
C 3.142 -2.684 -2.140
C 0.567 -0.757 -2.717
C 1.868 -3.227 -1.404
C -0.885 0.058 0.393
C 5.197 -1.565 -1.038
C -2.924 4.619 2.297
C -0.521 -4.432 0.913
H -0.385 -0.267 -2.893
H 2.896 -2.477 -3.178
H 0.986 0.620 0.553
H -2.594 5.604 1.985
H 3.879 -3.479 -2.088
H -3.323 4.658 3.310
H 3.685 -0.587 -2.222
H 0.663 -1.363 0.936
H 1.159 -0.202 -1.994
H -5.154 2.421 1.012
H 6.225 -1.347 0.720
H 5.792 -0.719 -1.371
H -1.207 -0.078 -0.641
H -3.555 5.463 -0.180
H 1.937 -2.940 -0.357
H -5.010 6.033 1.541
H 5.672 -4.119 -0.230
H 1.136 -0.745 -3.647
H -0.787 3.247 0.096
H 3.179 -1.102 -0.635
H 1.856 -4.309 -1.495
H -0.710 -1.336 2.000
H -4.613 2.620 2.699
H -1.718 0.431 0.988
H 5.321 -4.700 1.397
H -2.112 3.907 2.258
H -2.706 2.541 -0.553
H 5.640 -2.454 -1.491
H -5.495 4.831 2.763
H 4.015 -4.477 0.241
H -2.500 3.855 -1.706
H -4.632 4.116 -0.611
H -6.063 4.669 1.083
H -3.449 2.142 1.452
```

Results
Max |F| ... 0.0251 hartree/bohr
LUMO level ... -0.03506 Eh
Kohn-Sham gap ... 0.1891 hartree